No. 1
This record from OMol25 describes a structure of composition C11H4AsF11NOPdS4SbSe. The level of theory is ωB97M-V/def2-TZVPD.

CARTESIAN COORDINATES (ANGSTROEM)
Se 2.7244 -0.3131 -0.5781
C -1.5316 4.0003 1.5090
S 1.1346 0.8074 -3.3492
H 2.2962 -0.6846 2.2963
S 3.8551 -1.5829 -2.8206
C 2.6031 -3.1657 0.0211
C 2.2615 -2.7940 2.6882
F -2.4760 0.1284 -3.1091
C -2.0851 3.0821 2.3853
H 2.7432 -3.3621 -1.0309
As -3.1753 0.9471 -1.7441
C -0.7986 1.3683 1.3297
C 2.5475 -1.8673 0.5092
C 2.4858 -4.2072 0.9285
H 2.1178 -2.6700 3.7558
F -4.3491 -0.3024 -1.5867
Sb 1.7605 -1.8047 -3.8109
F -0.4664 0.0601 1.2479
C -0.2254 2.2600 0.4223
F -4.2013 1.8733 -2.7734
N 2.3213 -4.0463 2.2401
S 0.0352 -1.9980 -2.2238
Pd 0.1868 0.1188 -1.4732
F -2.2411 0.8525 3.1243
F -2.9680 3.4752 3.3143
F -1.8908 5.2868 1.5940
C -1.7128 1.7562 2.2886
F -1.9237 2.1443 -1.8622
O 0.6394 1.8850 -0.4956
F -2.0603 -0.0155 -0.7033
F -3.7762 1.7130 -0.3237
C 2.3666 -1.6772 1.8746
S 2.0400 -4.1426 -4.4763
F -0.1348 4.5114 -0.2901
C -0.6285 3.5951 0.5475
H 2.5260 -5.2316 0.5746

net charge	-1
HOMO energy (alpha / beta)	-5.8 / -5.8	eV
energy above the lowest of the compared OMol25 structures with the same formula, charge and spin	209.25	kJ/mol
orbital gap (alpha / beta)	6.14 / 4.88	eV
2S+1	6
LUMO (alpha / beta)	0.014 / -0.034	hartree

---

No. 2
This record from OMol25 describes a structure of composition C11H4Br2F6N2O5PbS2. The level of theory is ωB97M-V/def2-TZVPD.

CARTESIAN COORDINATES (ANGSTROEM)
O 1.1752 -3.4046 -2.9743
C -1.8749 3.3466 1.7812
F -2.2775 -4.2794 -1.7584
C 0.7036 -1.7215 1.5741
C -1.1250 -4.6122 -2.3359
Pb -1.9278 -0.2347 -1.9365
O -0.8573 -2.0349 -2.7545
H -2.6279 3.8068 2.4055
S 0.0063 -3.1371 -2.2331
C 1.8300 3.2311 1.1887
H 3.8050 2.7578 0.4870
S -0.5858 -2.3616 0.4123
C 0.3973 3.0219 1.1112
F 0.0880 -1.1557 2.5999
H -3.2903 2.1676 0.6732
C 2.3236 1.6705 -0.5875
Br 2.5233 4.3883 2.4084
N 0.3127 -2.9353 -0.7090
C -0.0913 2.1239 0.1535
C 0.8479 1.4150 -0.7626
N -1.3707 1.8305 -0.0044
F -0.5646 -5.6122 -1.6969
C -0.5356 3.6516 1.9421
C -2.2486 2.4312 0.8067
F 1.4325 -0.7783 0.9460
F -1.3170 -4.9014 -3.6027
Br 3.4509 0.7471 -1.6680
C 2.7496 2.5591 0.3559
O -1.2244 -1.0611 0.0010
H -0.2236 4.3578 2.6993
O -1.4454 -3.2341 1.1159
F 1.4845 -2.6921 1.9730
O 0.4571 0.6495 -1.6110

net charge	+2
HOMO energy	-16.9	eV
energy above the lowest of the compared OMol25 structures with the same formula, charge and spin	0.00	kJ/mol
orbital gap	6.36	eV
LUMO	-0.387	hartree

---

No. 3
This record from OMol25 describes a structure of composition C11H4Br5CoNO7S. The level of theory is ωB97M-V/def2-TZVPD.

CARTESIAN COORDINATES (ANGSTROEM)
O -0.7459 0.6988 -2.9363
C -0.9228 0.5914 -1.4566
H -0.7284 -0.3877 3.4301
O -0.1210 -1.5847 -0.8999
Br 3.6283 -1.0779 -1.0910
C -2.4399 -1.5183 -1.2700
C 2.6870 0.0960 1.8725
S 0.7419 0.3639 -3.5568
H 1.2193 0.0602 4.9273
C -3.4152 0.7355 -1.1933
N 0.3462 -0.3002 1.6823
C -2.2304 1.3468 -1.2415
O 0.5821 0.8349 -4.9135
H 3.6633 0.1974 1.4169
C 2.5774 0.1598 3.2430
O 0.9021 -1.0665 -3.4021
C 1.5514 -0.1226 1.0672
C 1.3393 -0.0007 3.8482
Br -5.0109 1.7369 -0.9517
Br -2.5255 -3.4027 -1.2425
H 3.4540 0.3589 4.9269
O 1.7115 1.1236 -2.7625
C -1.0888 -0.9326 -1.1707
O 0.0520 1.0863 -0.7554
O 3.7155 0.3820 4.0006
Co 1.5723 -0.0861 -0.8791
Br -2.0172 3.1898 -1.0489
Br -5.2391 -1.5058 -1.3684
C -3.5225 -0.7367 -1.2796
C 0.2639 -0.2398 3.0047

net charge	-2
HOMO energy (alpha / beta)	-2.0 / -1.7	eV
orbital gap (alpha / beta)	5.85 / 5.56	eV
2S+1	2
LUMO (alpha / beta)	0.140 / 0.140	hartree

---

No. 4
This record from OMol25 describes a cluster of 2 separate species, C11H4Cl4NO3 in total. The level of theory is ωB97M-V/def2-TZVPD.

CARTESIAN COORDINATES (ANGSTROEM)
C -2.4349 -1.5057 0.6654
C 0.0362 -1.9454 -0.7180
C -2.4378 -2.2855 -0.6149
C 0.0429 1.4165 -0.6258
H 0.1250 3.3920 -1.4833
Cl -1.3206 -0.2648 2.7415
H 3.3610 2.3239 1.2308
Cl -1.1271 -3.1299 -2.8287
N 0.6955 0.5351 0.2296
C 1.8148 0.8817 0.8372
C -1.0999 -2.4060 -1.2808
H 2.2719 4.0459 -0.3129
H 2.2811 0.1508 1.4951
O 0.9985 -1.6607 1.4532
C -1.3017 -1.0434 1.2323
Cl -3.9802 -1.2062 1.3304
C 0.6634 2.7327 -0.8089
O -1.0110 1.0864 -1.1961
C 0.0768 -1.3662 0.6848
C 1.8283 3.0655 -0.1637
O -3.4666 -2.7422 -1.1098
Cl 1.5506 -2.2006 -1.4435
C 2.4338 2.1261 0.6862

net charge	-1
HOMO energy	-4.3	eV
energy above the lowest of the compared OMol25 structures with the same formula, charge and spin	0.00	kJ/mol
orbital gap	6.45	eV
LUMO	0.078	hartree

---

No. 5
This record from OMol25 describes a structure of composition C11H4CrN2O5. The level of theory is ωB97M-V/def2-TZVPD.

CARTESIAN COORDINATES (ANGSTROEM)
C 1.0033 -0.4688 2.2941
C -2.2198 1.1845 -0.0436
C 0.7262 -1.4326 -0.2025
O -2.6766 -1.7564 -2.0108
C 0.3763 0.1636 -2.6597
C -1.9037 1.6743 -2.7121
H -0.1003 1.2406 1.5330
C 0.1570 2.2441 -0.9522
O 0.8542 3.1372 -0.6468
C 1.1165 0.0669 3.6904
O 1.2937 0.0804 -3.3785
H 0.5640 -1.7411 -1.2296
O -2.7648 1.8083 0.7850
H 2.1133 -2.2330 2.7856
N 0.2060 -0.2208 0.0972
C -2.0196 -0.8227 -1.7806
C 0.3267 0.2762 1.3265
O -2.2594 2.5438 -3.4141
H 1.8469 -3.1182 0.3711
N 1.1798 0.5237 4.7725
C 1.4387 -2.1801 0.6935
C 1.5774 -1.7199 1.9758
Cr -0.8359 0.7500 -1.2944

net charge	+2
HOMO energy (alpha / beta)	-16.0 / -17.4	eV
orbital gap (alpha / beta)	6.85 / 5.97	eV
2S+1	5
LUMO (alpha / beta)	-0.336 / -0.421	hartree